1.
Computed, not measured: 13 unconnected molecules or ions with the total composition C36H66B7F28N12, with wB97M-V/def2-TZVPD.

For the total energy, the calculation gives -5039.56330 a.u. The strongest force on any atom comes out at 0.1259 Eh/bohr. The calculation puts the highest occupied orbital energy at -5.83 eV. The value obtained for the energy above the lowest of the compared OMol25 structures with the same formula, charge and spin is 71.8 kJ/mol. The total charge is -1.

Last column: Löwdin charge in e.
Geometry (Å):
C 8.158 5.068 4.912  -0.0476
C 9.212 5.739 5.804  -0.1244
N 10.362 4.773 6.053  -0.0444
C 10.342 3.761 7.018  0.0164
C 11.562 3.076 6.940  -0.0230
N 12.198 3.463 5.823  -0.1092
C 11.485 4.491 5.243  0.0480
C 13.540 3.087 5.350  0.0170
H 7.709 4.185 5.367  0.0855
H 8.653 4.736 3.999  0.0821
H 7.462 5.817 4.534  0.0982
H 9.069 6.174 6.793  0.1346
H 9.653 6.442 5.098  0.1175
H 9.490 3.722 7.681  0.1389
H 12.166 2.372 7.493  0.1363
H 11.591 5.174 4.413  0.1613
H 14.242 3.021 6.181  0.1048
H 14.001 3.873 4.751  0.1010
H 13.472 2.227 4.684  0.1071
C -10.389 11.143 -8.651  -0.0454
C -9.736 11.465 -10.050  -0.1293
N -9.250 10.157 -10.519  -0.0791
C -8.314 9.360 -9.864  0.0079
C -7.914 8.306 -10.707  0.0492
N -8.558 8.531 -11.951  -0.0890
C -9.356 9.667 -11.817  0.0424
C -8.350 7.726 -13.153  0.0068
H -9.670 10.705 -7.959  0.0720
H -11.262 10.501 -8.773  0.0844
H -10.773 12.059 -8.203  0.0792
H -8.784 11.972 -9.891  0.1268
H -10.306 11.989 -10.817  0.1271
H -8.009 9.627 -8.863  0.1343
H -7.305 7.446 -10.468  0.1443
H -9.920 10.149 -12.601  0.1544
H -7.291 7.469 -13.156  0.1077
H -8.514 8.425 -13.974  0.0990
H -8.844 6.767 -13.306  0.1073
C 11.319 -6.136 12.146  -0.0734
C 10.192 -6.689 11.315  -0.1898
N 9.263 -5.618 10.865  -0.0417
C 8.449 -4.758 11.681  0.0247
C 7.853 -3.844 10.818  -0.0030
N 8.139 -4.181 9.466  -0.0617
C 9.082 -5.217 9.515  0.0694
C 7.500 -3.451 8.297  0.0418
H 11.967 -6.937 12.502  0.0905
H 10.920 -5.537 12.964  0.0747
H 11.940 -5.456 11.562  0.0828
H 9.645 -7.409 11.923  0.1262
H 10.498 -7.423 10.569  0.1306
H 8.547 -4.876 12.750  0.1294
H 7.211 -3.014 11.072  0.1358
H 9.579 -5.723 8.701  0.1557
H 6.427 -3.290 8.403  0.1093
H 7.788 -3.921 7.357  0.1036
H 7.924 -2.447 8.276  0.0951
C -4.681 -2.150 10.080  -0.0340
C -4.076 -3.535 10.478  -0.1633
N -5.100 -4.587 10.448  -0.0597
C -5.519 -5.194 9.237  0.0331
C -6.598 -5.951 9.564  -0.0222
N -6.943 -5.759 10.884  -0.1059
C -6.015 -4.896 11.444  0.0583
C -8.076 -6.451 11.495  0.0211
H -5.265 -2.197 9.161  0.0862
H -3.885 -1.419 9.939  0.0870
H -5.178 -1.674 10.926  0.0783
H -3.549 -3.600 11.430  0.1234
H -3.243 -3.890 9.870  0.1260
H -5.033 -4.891 8.321  0.1473
H -7.335 -6.477 8.977  0.1433
H -5.880 -4.547 12.457  0.1611
H -8.064 -6.022 12.497  0.1021
H -7.808 -7.508 11.462  0.1081
H -9.010 -6.265 10.964  0.1097
C 2.187 -7.871 -14.187  -0.0558
C 1.579 -8.154 -12.744  -0.0920
N 0.250 -7.397 -12.623  -0.0398
C -0.969 -7.813 -13.121  -0.0420
C -1.845 -6.913 -12.813  -0.0012
N -1.230 -5.749 -12.257  -0.0715
C 0.084 -6.113 -12.221  0.0175
C -1.840 -4.527 -11.934  0.0027
H 1.487 -8.135 -14.980  0.0680
H 2.968 -8.620 -14.316  0.0740
H 2.516 -6.843 -14.339  0.0790
H 2.303 -7.700 -12.067  0.1172
H 1.337 -9.180 -12.468  0.1232
H -1.019 -8.817 -13.518  0.1469
H -2.917 -6.880 -12.934  0.1478
H 0.847 -5.396 -11.958  0.1697
H -1.176 -3.692 -12.161  0.1151
H -2.027 -4.624 -10.865  0.1246
H -2.761 -4.330 -12.483  0.1164
C -0.871 0.745 1.821  -0.0757
C -0.712 -0.267 0.699  -0.1414
N -1.048 0.273 -0.666  -0.0605
C -0.496 1.394 -1.097  -0.0480
C -1.084 1.689 -2.299  0.0107
N -2.120 0.779 -2.589  -0.0735
C -1.966 -0.194 -1.573  0.0673
C -3.007 0.875 -3.727  0.0268
H -0.693 0.323 2.810  0.0865
H -1.874 1.171 1.785  0.0962
H -0.159 1.569 1.805  0.0751
H -1.422 -1.052 0.960  0.1244
H 0.322 -0.612 0.681  0.1273
H 0.371 1.881 -0.674  0.1491
H -0.945 2.520 -2.975  0.1404
H -2.578 -1.053 -1.341  0.1588
H -2.441 0.571 -4.608  0.1041
H -3.340 1.898 -3.901  0.1192
H -3.653 0.043 -3.446  0.1130
B -1.194 3.672 -11.740  -1.5422
F -0.186 2.716 -11.691  0.0752
F -0.667 4.470 -12.662  0.1524
F -2.369 3.158 -12.213  0.1159
F -1.371 4.198 -10.554  0.1987
B -7.591 4.631 3.800  -1.4917
F -7.017 4.756 2.634  0.1871
F -7.317 5.782 4.484  0.1183
F -8.910 4.451 3.535  0.1240
F -7.182 3.443 4.434  0.0623
B -8.780 1.688 -2.085  -1.4394
F -9.088 1.495 -3.402  0.1028
F -9.866 2.069 -1.351  0.1320
F -8.047 0.551 -1.610  0.0393
F -7.980 2.725 -2.170  0.1653
B 4.665 7.286 -3.025  -1.4341
F 5.879 7.601 -3.590  0.1062
F 3.611 7.772 -3.787  0.0939
F 4.470 5.922 -3.029  0.0893
F 4.623 7.666 -1.739  0.1447
B -6.661 -6.551 -7.115  -1.3606
F -5.411 -5.988 -6.820  0.0702
F -7.292 -6.937 -5.949  0.1045
F -7.479 -5.622 -7.839  0.0393
F -6.458 -7.621 -7.882  0.1466
B 4.005 -7.118 2.502  -1.4137
F 4.398 -6.196 1.487  0.0611
F 4.299 -8.414 2.186  0.1036
F 4.516 -6.994 3.739  0.1293
F 2.664 -7.187 2.698  0.1198
B 2.168 3.369 9.532  -1.3768
F 1.810 4.085 8.384  0.0853
F 1.206 3.650 10.445  0.1222
F 2.302 2.020 9.477  0.1269
F 3.381 3.926 10.008  0.0424

---

2.
Computed, not measured: a molecular structure, C40H40N2O5P2S2Y, with wB97M-V/def2-TZVPD.

For the total energy, the calculation gives -3551.29381 a.u. The strongest force on any atom comes out at 0.0264 Eh/bohr. The calculation puts the highest occupied orbital energy at -10.74 eV. The value obtained for the energy above the lowest of the compared OMol25 structures with the same formula, charge and spin is 218.2 kJ/mol. The total charge is +1.

Last column: Löwdin charge in e.
Geometry (Å):
Y 0.171 -0.977 -0.708  1.3802
O -2.251 -0.202 3.568  -0.4485
S -1.523 -0.151 2.282  0.9095
C -2.693 -0.528 0.974  -0.4334
C -3.912 -0.960 1.368  -0.0657
C -4.928 -1.181 0.405  -0.0158
C -4.645 -1.084 -0.914  -0.0307
C -3.326 -0.758 -1.351  -0.1363
C -2.352 -0.288 -0.414  -0.4760
P -1.676 1.416 -0.584  1.0422
C -3.123 2.483 -0.266  -0.3537
C -3.336 2.898 1.045  -0.0911
C -4.465 3.642 1.364  -0.0663
C -5.376 3.974 0.374  -0.0688
C -5.161 3.562 -0.937  -0.0653
C -4.040 2.815 -1.259  -0.0762
C -1.322 1.838 -2.339  -0.4117
C -0.802 3.135 -2.457  -0.1262
C -0.480 3.669 -3.695  -0.0659
C -0.665 2.914 -4.846  -0.0684
C -1.161 1.625 -4.742  -0.0646
C -1.484 1.083 -3.502  -0.0999
C -0.563 -1.699 2.232  -0.3913
C -1.221 -2.901 2.447  -0.0435
C -0.492 -4.064 2.588  -0.0250
C 0.900 -4.017 2.539  -0.0359
C 1.562 -2.816 2.339  -0.0911
C 0.841 -1.623 2.177  -0.4193
P 1.671 -0.051 1.733  1.0363
C 3.440 -0.406 1.915  -0.3799
C 4.053 -0.471 3.167  -0.0696
C 5.408 -0.746 3.261  -0.0545
C 6.161 -0.957 2.111  -0.0600
C 5.560 -0.884 0.866  -0.0683
C 4.203 -0.601 0.766  -0.1175
C 1.242 1.126 3.041  -0.4166
C 1.277 2.482 2.729  -0.0983
C 0.956 3.420 3.699  -0.0664
C 0.591 3.006 4.973  -0.0586
C 0.551 1.652 5.282  -0.0533
C 0.880 0.710 4.321  -0.1093
H -4.106 -1.087 2.427  0.1138
H -5.933 -1.409 0.734  0.1208
H -5.412 -1.244 -1.660  0.1256
H -3.267 -0.355 -2.347  0.1027
H -2.619 2.645 1.820  0.0951
H -4.626 3.960 2.386  0.1101
H -6.254 4.557 0.618  0.1092
H -5.872 3.823 -1.711  0.1095
H -3.877 2.497 -2.282  0.1096
H -0.669 3.739 -1.566  0.1084
H -0.092 4.678 -3.760  0.1109
H -0.422 3.331 -5.814  0.1110
H -1.304 1.020 -5.628  0.1177
H -1.824 0.061 -3.469  0.0808
H -2.302 -2.903 2.498  0.1259
H -0.999 -5.007 2.739  0.1228
H 1.474 -4.926 2.669  0.1184
H 2.645 -2.793 2.330  0.1074
H 3.473 -0.301 4.066  0.1090
H 5.879 -0.793 4.234  0.1142
H 7.219 -1.167 2.189  0.1134
H 6.144 -1.034 -0.034  0.1104
H 3.736 -0.525 -0.208  0.0609
H 1.543 2.801 1.728  0.1015
H 0.984 4.474 3.458  0.1097
H 0.330 3.740 5.724  0.1115
H 0.254 1.326 6.270  0.1159
H 0.829 -0.345 4.560  0.1154
N 1.936 -2.704 -0.980  -0.0277
C 3.069 -2.815 -1.938  -0.2187
C 2.731 -2.337 -3.345  -0.1704
C 2.987 -0.850 -3.653  -0.1748
C 1.833 0.131 -3.481  -0.2310
N 1.578 0.512 -2.061  -0.0368
H 2.289 -2.974 -0.064  0.0686
H 1.263 -3.441 -1.208  0.0827
H 3.382 -3.860 -1.984  0.1220
H 3.917 -2.250 -1.546  0.0930
H 1.699 -2.606 -3.587  0.1113
H 3.363 -2.916 -4.019  0.1168
H 3.272 -0.783 -4.704  0.1175
H 3.861 -0.491 -3.094  0.1128
H 0.923 -0.294 -3.896  0.0944
H 2.066 1.035 -4.048  0.1205
H 1.028 1.371 -2.057  0.0528
H 2.464 0.757 -1.626  0.0798
O -0.629 -1.769 -2.642  -0.4514
S -1.444 -2.937 -2.085  0.3795
O -1.207 -4.146 -2.796  -0.2452
O -0.923 -2.978 -0.651  -0.4301
O -2.855 -2.503 -2.058  -0.2728

---

3.
Computed, not measured: a single C4H4F2 molecule, with wB97M-V/def2-TZVPD.

For the total energy, the calculation gives -354.46776 a.u. The strongest force on any atom comes out at 0.0816 Eh/bohr. The calculation puts the highest occupied orbital energy at -9.29 eV. The value obtained for the energy above the lowest of the compared OMol25 structures with the same formula, charge and spin is 86.2 kJ/mol. The total charge is 0. As for the SMILES: C=C(F)C(=C)F.

Last column: Löwdin charge in e.
Geometry (Å):
C 0.028 -0.453 0.511  -0.2643
C 0.052 -1.846 0.358  0.1123
C 0.038 0.512 -0.576  -0.3397
C -0.172 1.822 -0.402  0.1097
H -0.057 -2.430 1.219  0.0331
H 0.068 -2.391 -0.708  0.1230
H -0.051 2.243 0.579  0.0628
H -0.005 2.668 -1.077  0.0763
F 0.080 0.079 1.794  0.0189
F 0.019 -0.204 -1.697  0.0678

---

4.
Computed, not measured: 2 unconnected molecules or ions with the total composition C2HBrCl2F2, with wB97M-V/def2-TZVPD.

For the total energy, the calculation gives -3770.83820 a.u. The strongest force on any atom comes out at 0.0909 Eh/bohr. The calculation puts the highest occupied orbital energy at -10.40 eV. The value obtained for the energy above the lowest of the compared OMol25 structures with the same formula, charge and spin is 276.9 kJ/mol. The total charge is 0.

Last column: Löwdin charge in e.
Geometry (Å):
C 0.287 -0.053 -0.660  -1.1971
C -0.285 -0.017 0.742  -1.1262
F -0.496 1.297 1.124  -0.0460
F 0.651 -0.539 1.612  -0.0118
Cl 0.535 -1.675 -1.337  0.5686
Cl -1.806 -0.779 0.974  0.7797
Br 1.775 1.033 -0.586  0.7884
H -0.659 0.732 -1.869  0.2444

---

5.
Computed, not measured: a molecular structure, C21H14Cl2FeN4O2S, with wB97M-V/def2-TZVPD.

For the total energy, the calculation gives -3760.32086 a.u. The strongest force on any atom comes out at 0.0125 Eh/bohr. The calculation puts the highest occupied orbital energy (alpha / beta) at -11.05 / -11.99 eV. Its spin multiplicity is 6. The value obtained for the energy above the lowest of the compared OMol25 structures with the same formula, charge and spin is 3.2 kJ/mol. The total charge is +1.

Last column: Löwdin charge in e.
Geometry (Å):
Fe -0.770 0.945 1.523  0.9492
S 2.136 -4.190 -3.135  1.0667
N 0.678 -4.114 -2.453  -0.2001
C 0.681 -3.046 -1.672  -0.2997
C -0.434 -2.602 -0.853  -0.0692
C -1.654 -3.275 -0.751  0.0449
C -2.629 -2.769 0.079  -0.0067
C -2.383 -1.581 0.765  -0.0928
N -1.236 -0.920 0.654  0.0456
C -0.261 -1.432 -0.122  -0.1282
C 1.015 -0.712 -0.125  -0.1320
N 1.081 0.372 0.665  0.0478
C 2.228 1.033 0.768  -0.0779
C 3.364 0.652 0.056  -0.0021
C 3.300 -0.444 -0.778  0.0397
C 2.103 -1.155 -0.870  -0.0730
C 1.911 -2.344 -1.683  -0.3009
N 2.821 -2.890 -2.473  -0.1996
H -1.804 -4.189 -1.310  0.1323
H -3.579 -3.267 0.201  0.1230
H -3.132 -1.151 1.417  0.1283
H 2.233 1.881 1.439  0.1213
H 4.277 1.218 0.170  0.1216
H 4.159 -0.773 -1.348  0.1315
Cl 1.280 0.688 5.720  0.6141
C -0.122 1.689 5.261  -0.4636
C -0.401 1.454 3.804  -0.6731
O 0.284 2.041 2.907  -0.0725
O -1.316 0.645 3.443  -0.0521
H 0.139 2.729 5.432  0.0899
H -0.970 1.384 5.865  0.0881
Cl -3.642 0.844 -1.346  0.7564
C -1.978 1.176 -1.690  -0.6083
C -1.410 0.622 -2.818  -0.0956
C -0.104 0.947 -3.166  -0.0513
C 0.618 1.866 -2.403  -0.0678
C 0.051 2.416 -1.279  -0.0474
C -1.253 2.058 -0.846  -0.3581
C -1.774 2.575 0.371  -0.0401
H -1.999 -0.040 -3.438  0.1147
H 0.332 0.516 -4.057  0.1159
H 1.617 2.154 -2.703  0.1168
H 0.601 3.134 -0.683  0.1256
H -2.823 2.467 0.610  0.0556
H -1.238 3.386 0.854  0.0833

---

> Among the records above, which one has the lowest total charge?

C36H66B7F28N12

---

> Among the records above, which one has the highest strongest force on any atom?

C36H66B7F28N12

---

> The highest total energy belongs to which entry?

C4H4F2